{
  "formula": "C2H5IO2",
  "method": "wB97M-V/def2-TZVPD",
  "homo_ev": -9.32,
  "relative_energy_kcal_mol": 17.2,
  "fmax_ev_per_a": 4.9,
  "smiles": "CC(=O)I.O",
  "charge": 0,
  "symbols": ["C", "C", "O", "O", "I", "H", "H", "H", "H", "H"],
  "positions_angstrom": [[-0.55261, 1.00360, 0.27020], [-1.28709, -0.24229, -0.00734], [-1.75507, -0.58830, -1.02197], [0.89987, -1.45096, -0.69214], [-1.90620, -1.51999, 1.61666], [0.23788, 0.78582, 1.16492], [0.08155, 1.32585, -0.47810], [-1.29494, 1.79332, 0.57786], [1.31072, -0.65315, -1.01025], [1.29365, -1.62241, 0.16900]],
  "forces_ev_per_a": [[1.0, -0.2, 4.8], [-0.9, -0.5, -0.2], [-0.2, 0.3, -1.4], [0.0, -0.5, 0.3], [0.2, 0.0, 0.8], [-2.2, 0.7, -1.7], [0.7, 0.6, -2.1], [0.9, -0.8, -0.2], [0.4, 0.4, -0.2], [0.1, -0.1, 0.0]]
}